Formula: C4H8O2
Source: the Open Molecules 2025 dataset
Level of theory: ωB97M-V with the def2-TZVPD basis set

HOMO level: -9.761 eV
E: -307.6684 a.u.
ΔE to the lowest compared entry with this formula, charge and spin: 27.7 kcal/mol
SMILES: O[C@H]1CCOC1
Kohn-Sham gap: 10.756 eV

Atoms and positions in Å:
O  1.033  -0.811  -1.655
C  0.503  0.220  -0.845
C  -0.999  0.020  -0.523
C  -1.036  -0.036  1.011
O  0.259  -0.469  1.391
C  1.135  0.268  0.557
H  0.857  -1.647  -1.202
H  0.690  1.145  -1.398
H  -1.323  -0.930  -0.960
H  -1.637  0.807  -0.936
H  -1.764  -0.739  1.421
H  -1.238  0.964  1.432
H  1.211  1.310  0.911
H  2.125  -0.193  0.590


Formula: C4H8O2
Source: the Open Molecules 2025 dataset
Level of theory: ωB97M-V with the def2-TZVPD basis set

HOMO level: -9.743 eV
E: -307.6532 a.u.
ΔE to the lowest compared entry with this formula, charge and spin: 37.2 kcal/mol
SMILES: COCCC=O
Kohn-Sham gap: 10.675 eV

Atoms and positions in Å:
C  2.044  0.398  -0.675
O  0.750  -0.145  -0.694
C  0.193  -0.379  0.576
C  -1.268  -0.711  0.328
C  -2.072  0.515  -0.051
O  -3.277  0.540  -0.100
H  2.275  0.686  -1.703
H  2.796  -0.328  -0.332
H  2.096  1.290  -0.033
H  0.289  0.524  1.206
H  0.706  -1.199  1.103
H  -1.748  -1.200  1.182
H  -1.313  -1.411  -0.515
H  -1.472  1.421  -0.291


Formula: C4H8O2
Source: the Open Molecules 2025 dataset
Level of theory: ωB97M-V with the def2-TZVPD basis set

HOMO level: -9.850 eV
E: -307.6334 a.u.
ΔE to the lowest compared entry with this formula, charge and spin: 49.6 kcal/mol
SMILES: C[C@H](C=O)CO
Kohn-Sham gap: 10.820 eV

Atoms and positions in Å:
C  -0.018  -0.064  -1.620
C  0.551  0.160  -0.224
C  0.411  -1.117  0.626
O  -0.621  -1.783  0.599
C  -0.259  1.069  0.723
O  -0.440  0.243  1.889
H  0.611  -0.764  -2.182
H  -0.081  0.867  -2.192
H  -1.016  -0.504  -1.538
H  1.600  0.482  -0.277
H  1.275  -1.431  1.230
H  0.278  1.971  1.034
H  -1.239  1.366  0.331
H  -1.050  -0.494  1.601


Formula: C4H8O2
Source: the Open Molecules 2025 dataset
Level of theory: ωB97M-V with the def2-TZVPD basis set

HOMO level: -9.064 eV
E: -307.4959 a.u.
ΔE to the lowest compared entry with this formula, charge and spin: 135.9 kcal/mol
Kohn-Sham gap: 9.513 eV

Atoms and positions in Å:
C  2.054  0.091  0.660
O  1.098  0.053  -0.362
C  0.459  -1.197  -0.447
C  -1.806  0.853  0.081
C  -2.763  0.916  -0.877
O  -2.514  0.020  0.726
H  1.581  -0.101  1.636
H  2.836  -0.668  0.507
H  2.502  1.088  0.629
H  -0.086  -1.439  0.483
H  1.170  -2.013  -0.634
H  -0.768  1.145  0.250
H  -0.216  -1.103  -1.297
H  -3.620  1.571  -0.763


Formula: C4H8O2
Source: the Open Molecules 2025 dataset
Level of theory: ωB97M-V with the def2-TZVPD basis set

HOMO level: -8.303 eV
E: -307.5375 a.u.
ΔE to the lowest compared entry with this formula, charge and spin: 109.8 kcal/mol
SMILES: OC[C@@H]1C[C@@H]1O
Kohn-Sham gap: 8.891 eV

Atoms and positions in Å:
O  1.257  0.943  -0.875
C  0.785  1.039  0.456
C  -0.009  -0.266  0.817
C  0.636  -1.237  -0.106
C  -1.048  -0.395  -0.195
O  -1.772  0.767  -0.384
H  0.562  0.465  -1.355
H  1.667  1.125  1.099
H  0.177  1.944  0.535
H  -0.207  -0.408  1.885
H  1.732  -1.154  -0.144
H  0.287  -2.225  -0.346
H  -1.612  -1.316  -0.323
H  -2.454  0.719  -1.065


Formula: C4H8O2
Source: the Open Molecules 2025 dataset
Level of theory: ωB97M-V with the def2-TZVPD basis set

HOMO level: -9.506 eV
E: -307.5207 a.u.
ΔE to the lowest compared entry with this formula, charge and spin: 120.3 kcal/mol
Kohn-Sham gap: 10.053 eV

Atoms and positions in Å:
O  1.842  0.960  0.592
C  1.644  -0.257  -0.092
C  0.261  -0.856  0.160
C  -0.840  -0.081  -0.520
C  -2.198  0.024  0.064
O  -0.982  1.299  -0.072
H  1.111  1.547  0.359
H  1.805  -0.139  -1.178
H  2.417  -0.940  0.274
H  0.225  -1.889  -0.213
H  0.065  -0.886  1.238
H  -0.750  -0.045  -1.609
H  -1.563  1.077  0.820
H  -2.922  0.299  -0.716


Formula: C4H8O2
Source: the Open Molecules 2025 dataset
Level of theory: ωB97M-V with the def2-TZVPD basis set

HOMO level: -10.127 eV
E: -307.6359 a.u.
ΔE to the lowest compared entry with this formula, charge and spin: 48.0 kcal/mol
SMILES: C[C@@H]1O[C@@H]1CO
Kohn-Sham gap: 11.012 eV

Atoms and positions in Å:
C  0.933  0.828  -1.400
C  0.838  -0.537  -0.774
O  -0.387  -1.220  -1.028
C  -0.056  -0.891  0.317
C  -0.816  0.146  1.089
O  -1.664  -0.563  1.964
H  1.115  0.685  -2.469
H  1.761  1.407  -0.981
H  0.006  1.402  -1.294
H  1.745  -1.139  -0.834
H  0.178  -1.776  0.909
H  -0.096  0.773  1.647
H  -1.360  0.812  0.404
H  -2.199  0.070  2.451


Formula: C4H8O2
Source: the Open Molecules 2025 dataset
Level of theory: ωB97M-V with the def2-TZVPD basis set

HOMO level: -7.985 eV
E: -307.5689 a.u.
ΔE to the lowest compared entry with this formula, charge and spin: 90.1 kcal/mol
Kohn-Sham gap: 8.621 eV

Atoms and positions in Å:
C  0.802  1.200  -0.908
C  0.529  0.202  0.209
O  1.562  0.077  1.086
C  -1.053  -0.260  1.199
C  -0.459  -0.864  -0.008
O  -1.211  -0.800  -1.186
H  1.506  1.987  -0.619
H  -0.134  1.628  -1.260
H  1.239  0.685  -1.787
H  1.068  -0.297  1.830
H  -1.364  -1.009  1.957
H  -1.752  0.556  1.132
H  -0.022  -1.842  0.220
H  -0.711  -1.264  -1.866